1.
Below is a 3-piece molecular cluster, H4IO2 overall, with properties calculated with ωB97M-V/def2-TZVPD.

```
7
H4IO2 (ωB97M-V/def2-TZVPD)
I -19.631 -17.891 47.398
O -18.951 -14.243 46.619
H -19.875 -14.059 46.786
H -18.812 -15.120 46.977
O -22.429 -18.935 49.645
H -21.665 -19.023 49.075
H -22.601 -17.994 49.673
```

Properties
- charge = -1
- HOMO-LUMO gap (eV) = 7.765
- energy above the lowest of the compared OMol25 structures with the same formula, charge and spin (eV) = 0.0432
- total energy (hartree) = -450.6800
- E_HOMO (eV) = -3.95
- LUMO energy (eV) = 3.8

2.
Below is an isolated molecule of C5H10N2 in a non-equilibrium geometry, with properties calculated with ωB97M-V/def2-TZVPD.

```
17
C5H10N2 (ωB97M-V/def2-TZVPD)
C -1.916 0.212 -0.500
C 1.226 0.492 -1.098
C -0.774 0.174 0.478
N 0.958 -0.730 -1.663
N 1.976 0.405 0.467
C 0.446 0.921 0.055
C -0.801 -0.537 1.605
H 0.729 -1.529 -1.066
H 1.548 -0.986 -2.440
H 1.891 -0.519 0.878
H 2.550 1.018 1.032
H 0.451 1.985 0.285
H -2.334 1.219 -0.550
H -1.571 -0.042 -1.503
H -2.713 -0.465 -0.194
H -1.677 -1.101 1.894
H 0.012 -0.517 2.321
```

Properties
- HOMO-LUMO gap (eV) = 7.755
- energy above the lowest of the compared OMol25 structures with the same formula, charge and spin (eV) = 3.9564
- total energy (hartree) = -305.8785
- E_HOMO (eV) = -6.88
- LUMO energy (eV) = 0.9

3.
Below is C13H12I2LiN3S as an isolated structure, with properties calculated with ωB97M-V/def2-TZVPD.

```
32
C13H12I2LiN3S (ωB97M-V/def2-TZVPD)
Li -0.512 1.171 -0.261
S -2.954 0.035 3.174
C -3.156 1.730 3.160
C -2.481 2.314 2.128
C -1.757 1.412 1.275
C -1.938 0.134 1.748
C -1.371 -1.078 1.143
C -1.521 -2.360 1.695
C -0.982 -3.453 1.053
C -0.285 -3.276 -0.139
C -0.159 -1.988 -0.614
N -0.674 -0.915 -0.003
H -3.768 2.203 3.916
H -2.506 3.388 1.979
H -2.064 -2.474 2.625
H -1.103 -4.443 1.473
H 0.140 -4.111 -0.679
H 0.377 -1.793 -1.540
I -1.171 5.260 -0.519
C 0.583 4.914 -1.653
I 1.381 2.952 -1.455
H 1.333 5.619 -1.319
H 0.334 5.073 -2.694
N 3.032 -1.875 -1.078
C 2.910 -1.676 -2.435
C 2.357 -0.439 -2.567
N 2.142 0.120 -1.321
C 2.559 -0.770 -0.454
H 3.430 -2.680 -0.630
H 3.207 -2.417 -3.159
H 2.102 0.092 -3.471
H 2.516 -0.670 0.622
```

Properties
- HOMO-LUMO gap (eV) = 7.443
- total energy (hartree) = -1667.9550
- E_HOMO (eV) = -7.35
- LUMO energy (eV) = 0.1

4.
Below is an isolated molecule of C4H8O2, with properties calculated with ωB97M-V/def2-TZVPD.

```
14
C4H8O2 (ωB97M-V/def2-TZVPD)
C 0.580 1.767 0.483
C -0.022 0.369 0.633
O -1.382 0.617 0.947
C 0.009 -0.494 -0.671
C 0.176 -1.967 -0.877
O -1.094 -1.394 -0.654
H 0.112 2.295 -0.357
H 0.360 2.356 1.382
H 1.664 1.750 0.341
H 0.458 -0.152 1.478
H -1.856 -0.223 0.862
H 0.151 0.108 -1.571
H 0.637 -2.601 -0.123
H 0.207 -2.431 -1.872
```

Properties
- HOMO-LUMO gap (eV) = 11.187
- energy above the lowest of the compared OMol25 structures with the same formula, charge and spin (eV) = 2.3428
- total energy (hartree) = -307.6263
- E_HOMO (eV) = -10.11
- LUMO energy (eV) = 1.1
- structure (SMILES) = C[C@@H](O)[C@H]1CO1

5.
Below is a 9-piece molecular cluster, C17H52O13 overall in a non-equilibrium geometry, with properties calculated with ωB97M-V/def2-TZVPD.

```
82
C17H52O13 (ωB97M-V/def2-TZVPD)
C -12.563 11.420 2.918
C -13.238 12.789 3.087
C -14.752 12.628 3.191
O -12.746 13.479 4.153
H -12.891 10.906 2.014
H -12.697 10.712 3.735
H -11.503 11.646 2.803
H -13.041 13.513 2.297
H -15.109 13.632 3.418
H -15.071 11.947 3.980
H -15.090 12.197 2.249
H -13.219 14.308 4.262
C -12.489 12.697 -0.557
C -10.975 12.293 -0.520
C -10.031 13.125 0.331
O -10.717 11.008 -0.079
H -12.887 12.384 -1.522
H -12.568 13.751 -0.291
H -13.061 12.237 0.248
H -10.668 12.408 -1.559
H -9.994 14.117 -0.119
H -8.972 12.870 0.348
H -10.385 13.373 1.332
H -11.506 10.548 -0.371
C -12.546 5.207 -0.288
C -12.503 3.865 -0.984
C -12.506 4.043 -2.521
O -11.433 3.127 -0.473
H -13.376 5.813 -0.648
H -11.642 5.798 -0.435
H -12.687 5.143 0.791
H -13.368 3.280 -0.670
H -11.650 4.595 -2.912
H -13.353 4.625 -2.885
H -12.586 3.095 -3.054
H -11.674 3.124 0.456
O -12.949 9.285 -0.886
C -12.755 8.512 -2.067
C -12.255 9.366 -3.236
O -12.999 10.588 -3.296
H -13.627 9.956 -0.990
H -12.086 7.698 -1.787
H -13.710 8.111 -2.406
H -12.187 8.812 -4.173
H -11.241 9.684 -2.995
H -13.856 10.236 -3.548
O -7.112 5.353 1.466
C -8.452 4.846 1.459
C -9.499 5.633 2.227
O -9.981 6.777 1.515
H -6.960 6.163 0.975
H -8.810 4.725 0.437
H -8.306 3.832 1.832
H -9.176 5.877 3.239
H -10.445 5.117 2.393
H -9.248 7.376 1.357
O -15.939 11.712 -1.218
C -16.733 11.153 -0.200
C -16.212 9.765 0.138
O -16.064 8.952 -1.067
H -15.924 11.180 -2.017
H -16.474 11.742 0.680
H -17.778 11.192 -0.509
H -17.012 9.526 0.839
H -15.281 9.792 0.704
H -16.058 8.005 -0.912
O -9.313 8.550 6.379
C -9.845 8.148 5.119
C -11.380 8.049 5.133
O -11.860 6.793 5.635
H -8.400 8.831 6.280
H -9.458 8.915 4.449
H -9.485 7.178 4.775
H -11.691 8.146 4.092
H -11.725 8.911 5.705
H -11.903 6.745 6.593
O -14.127 6.630 3.385
H -13.536 6.622 4.138
H -13.694 7.196 2.746
O -12.627 8.128 1.569
H -11.863 7.566 1.439
H -12.819 8.478 0.699
```

Properties
- HOMO-LUMO gap (eV) = 9.809
- energy above the lowest of the compared OMol25 structures with the same formula, charge and spin (eV) = 0.0000
- total energy (hartree) = -1656.8951
- E_HOMO (eV) = -9.62
- LUMO energy (eV) = 0.2
- structure (SMILES) = CC(C)O.CC(C)O.CC(C)O.OCCO.OCCO.OCCO.OCCO.O.O

6.
Below is an isolated molecule of C3H6N2O2S in a non-equilibrium geometry, with properties calculated with ωB97M-V/def2-TZVPD.

```
14
C3H6N2O2S (ωB97M-V/def2-TZVPD)
C 2.375 -0.239 0.821
O 0.982 0.036 0.861
N 0.643 1.329 0.774
C -0.662 1.393 0.735
O -1.418 0.177 0.523
N -1.170 -0.427 -0.703
C -2.225 -0.650 -1.571
S -1.951 -1.659 -2.763
H 2.432 -1.418 1.100
H 2.889 0.513 1.538
H 2.958 -0.031 -0.225
H -1.176 2.318 0.674
H -0.364 -1.174 -0.633
H -3.311 -0.167 -1.131
```

Properties
- HOMO-LUMO gap (eV) = 9.227
- energy above the lowest of the compared OMol25 structures with the same formula, charge and spin (eV) = 7.1453
- total energy (hartree) = -775.8776
- E_HOMO (eV) = -8.83
- LUMO energy (eV) = 0.4
- structure (SMILES) = CO/N=C\ONC=S

7.
Below is an isolated molecule of C2H4N2O in a non-equilibrium geometry, with properties calculated with ωB97M-V/def2-TZVPD.

```
9
C2H4N2O (ωB97M-V/def2-TZVPD)
C 1.531 -0.328 0.070
N 0.935 0.745 -0.274
N -0.422 0.737 0.204
C -1.385 -0.181 -0.108
O -2.551 0.044 -0.038
H 2.478 -0.564 -0.366
H 1.091 -0.992 0.874
H -0.777 1.648 0.189
H -0.901 -1.109 -0.550
```

Properties
- HOMO-LUMO gap (eV) = 10.631
- energy above the lowest of the compared OMol25 structures with the same formula, charge and spin (eV) = 1.6438
- total energy (hartree) = -263.3029
- E_HOMO (eV) = -9.86
- LUMO energy (eV) = 0.8
- structure (SMILES) = C=NNC=O

8.
Below is C19H18Br2N2S4SbV as an isolated structure in a non-equilibrium geometry, with properties calculated with ωB97M-V/def2-TZVPD.

```
47
C19H18Br2N2S4SbV (ωB97M-V/def2-TZVPD)
V 0.397 1.038 -0.149
C 2.509 -0.748 3.886
C 1.802 -1.458 2.752
C 0.414 -1.597 2.741
C -0.241 -2.196 1.679
C -1.747 -2.323 1.676
C 0.515 -2.710 0.626
C 1.899 -2.592 0.608
C 2.713 -3.123 -0.556
C 2.526 -1.954 1.677
H 3.043 -1.466 4.520
H 1.802 -0.195 4.506
H 3.237 -0.032 3.494
H -0.166 -1.192 3.567
H -2.060 -3.303 2.045
H -2.150 -2.208 0.668
H -2.205 -1.567 2.315
H 0.010 -3.210 -0.196
H 3.484 -3.814 -0.215
H 3.216 -2.303 -1.073
H 2.082 -3.650 -1.277
H 3.608 -1.821 1.659
S 4.497 2.702 1.792
Sb 2.516 2.766 0.735
S 2.422 1.065 -1.059
S 0.851 1.513 2.043
S 1.638 4.671 -0.107
Br -2.447 -1.352 -5.564
C -1.691 -0.726 -3.953
C -0.632 -1.471 -3.351
C -0.148 -1.022 -2.173
N -0.618 0.114 -1.550
C -1.603 0.857 -2.176
C -2.161 0.414 -3.387
C -1.926 2.077 -1.494
C -2.936 2.966 -1.888
C -3.197 4.043 -1.105
Br -4.574 5.231 -1.600
C -2.480 4.277 0.069
C -1.475 3.408 0.387
N -1.174 2.303 -0.368
H -0.217 -2.350 -3.825
H 0.666 -1.525 -1.679
H -2.938 0.988 -3.869
H -3.492 2.796 -2.798
H -2.685 5.128 0.703
H -0.880 3.550 1.266
```

Properties
- charge = -1
- HOMO-LUMO gap (spin up / spin down) (eV) = 5.980 / 6.266
- energy above the lowest of the compared OMol25 structures with the same formula, charge and spin (eV) = 1.2972
- total energy (hartree) = -8769.5633
- E_HOMO (spin up / spin down) (eV) = -3.87 / -4.89
- LUMO energy (spin up / spin down) (eV) = 2.1 / 1.4
- spin multiplicity = 4